Entry 1:
{
  "formula": "C7H12FN2O2S",
  "method": "wB97M-V/def2-TZVPD",
  "species": ["S", "F", "O", "O", "N", "N", "C", "C", "C", "C", "C", "C", "C", "H", "H", "H", "H", "H", "H", "H", "H", "H", "H", "H", "H"],
  "positions_angstrom": [[-1.3799, -3.0853, 1.1600], [-0.7617, -4.5797, 1.3907], [-2.4387, -3.1345, 0.2317], [-1.5298, -2.4200, 2.3650], [-0.0144, -2.4204, 0.3499], [1.1717, -0.7813, -0.3642], [1.9161, -1.9203, -0.5403], [-1.2374, -0.1981, 0.3995], [1.8158, 0.5434, -0.6013], [-0.0250, -1.0226, 0.1392], [-1.4654, 0.6721, -0.8927], [1.1764, -2.9655, -0.0444], [-1.1061, 0.6279, 1.6592], [-2.1561, -0.8038, 0.7791], [-1.7163, 0.0248, -1.6768], [-0.9990, -0.0458, 2.5135], [-2.2749, 1.2981, -0.5972], [-0.2088, 1.2899, 1.8665], [2.9652, -1.9390, -0.9309], [-0.5652, 1.3241, -0.9222], [2.3550, 0.8390, 0.3375], [1.3182, -4.0448, -0.0830], [0.9829, 1.2589, -0.8924], [2.4371, 0.2367, -1.3961], [-1.9661, 1.2142, 1.8629]],
  "total_energy_ha": -1031.50632,
  "homo_energy_ev": [-10.05, -15.22],
  "homo_lumo_gap_ev": [6.4, 7.3],
  "charge": 1,
  "lumo_ev": [-3.604, -7.883],
  "multiplicity": 3
}

---

Entry 2:
{
  "formula": "C16H18ClN3O4S",
  "method": "wB97M-V/def2-TZVPD",
  "species": ["Cl", "S", "O", "O", "O", "O", "N", "N", "N", "C", "C", "C", "C", "C", "C", "C", "C", "C", "C", "C", "C", "C", "C", "C", "C", "H", "H", "H", "H", "H", "H", "H", "H", "H", "H", "H", "H", "H", "H", "H", "H", "H", "H"],
  "positions_angstrom": [[1.6027, -2.3127, 2.0475], [-1.0816, 2.1585, 1.3976], [4.6336, 0.3555, -1.3673], [-1.5377, 3.4839, 1.6863], [-0.1037, 1.5665, 2.2607], [-2.5126, -3.5263, -1.5158], [2.5367, 0.8744, -2.0432], [-2.4673, 1.2147, 1.3709], [2.8880, -0.4995, -0.2041], [-0.7984, 2.2944, -2.6288], [-1.2926, 2.4247, -1.3394], [-2.4303, -2.3808, -0.7812], [-2.4711, 0.0174, 0.6497], [-1.3367, -2.0033, -0.0096], [1.2716, 1.3722, -1.7787], [-3.5647, -0.3572, -0.1267], [-1.4412, -4.4367, -1.4584], [0.4628, 1.7738, -2.8467], [-3.5459, -1.5442, -0.8271], [-0.4851, 2.0397, -0.2892], [3.0025, -1.2070, 2.1226], [-1.3628, -0.8162, 0.7008], [3.7044, -1.1749, 0.7755], [0.7780, 1.5287, -0.4828], [3.4411, 0.2492, -1.1868], [-1.2624, -4.7838, -0.4359], [-1.4016, 2.5991, -3.4700], [3.6647, -1.5871, 2.8992], [-0.5204, -4.0013, -1.8602], [-4.3911, -1.8480, -1.4237], [-2.2707, 2.8342, -1.1485], [-4.4364, 0.2795, -0.1685], [-0.4632, -2.6310, 0.0651], [-1.7395, -5.2807, -2.0784], [2.9707, 1.2013, -2.8963], [-0.5297, -0.5346, 1.3227], [3.9359, -2.1989, 0.4552], [0.8387, 1.6785, -3.8547], [1.9085, -0.7366, -0.2274], [-3.3006, 1.7753, 1.2841], [2.6147, -0.2269, 2.4016], [4.6434, -0.6189, 0.8502], [1.3671, 1.2987, 0.3886]],
  "total_energy_ha": -1944.13288,
  "homo_energy_ev": -8.26,
  "homo_lumo_gap_ev": 8.7,
  "relative_energy_kj_mol": 14.2,
  "charge": 0,
  "lumo_ev": 0.400,
  "smiles": "COc1ccc(NS(=O)(=O)c2cccc(NC(=O)NCCCl)c2)cc1"
}

---

Entry 3:
{
  "formula": "C21H30ClN3O3",
  "method": "wB97M-V/def2-TZVPD",
  "species": ["Cl", "O", "O", "O", "N", "N", "N", "C", "C", "C", "C", "C", "C", "C", "C", "C", "C", "C", "C", "C", "C", "C", "C", "C", "C", "C", "C", "C", "H", "H", "H", "H", "H", "H", "H", "H", "H", "H", "H", "H", "H", "H", "H", "H", "H", "H", "H", "H", "H", "H", "H", "H", "H", "H", "H", "H", "H", "H"],
  "positions_angstrom": [[-3.6236, -5.5648, -4.0799], [2.4155, 3.4501, 4.0373], [-1.5653, 0.0582, 0.6571], [0.0968, 1.7699, -3.3314], [0.1540, -0.6365, 1.9159], [1.9128, 0.3879, 3.8655], [-0.9967, 0.0969, -2.2712], [1.4025, -0.3726, -0.9261], [-4.1822, -1.7426, -3.1078], [-2.4623, -3.2100, -4.7076], [1.4153, -1.2805, 2.1873], [3.4014, 2.4471, 3.9669], [0.1514, -1.1651, -0.4924], [2.8689, 1.1618, 4.6215], [0.1100, 0.7050, -2.7443], [1.3774, -0.0653, -2.4247], [-3.1875, -1.0841, -3.8220], [-0.8811, -1.1898, -1.6350], [-0.3572, 0.0502, 3.0876], [-0.4972, -0.5219, 0.7393], [-4.3234, -3.1160, -3.1825], [-3.4577, -3.8436, -3.9827], [-2.2791, 0.7523, -2.3781], [-3.0038, 0.3975, -3.6884], [2.4343, -0.2418, 2.6711], [-2.3341, -1.8353, -4.6208], [2.8331, 4.6749, 3.4950], [0.6685, 1.0747, 3.5701], [1.7948, -1.8001, 1.3116], [0.3122, 1.5576, 4.4800], [-1.8564, -1.4665, -1.2340], [4.3069, 2.7737, 4.5029], [3.7186, 0.5104, 4.8435], [-0.5876, -1.9511, -2.3686], [-2.4099, 0.7780, -4.5202], [1.4042, -0.9906, -3.0042], [-1.7982, -3.7871, -5.3322], [0.4061, -2.2030, -0.2594], [-2.0947, 1.8295, -2.3617], [3.6840, 2.2615, 2.9186], [-0.5398, -0.6858, 3.8770], [1.4352, 0.5783, -0.3889], [2.0014, 5.3664, 3.6107], [3.7115, 5.0653, 4.0246], [-3.9711, 0.9021, -3.6899], [2.3151, -0.9220, -0.6866], [-1.5577, -1.3375, -5.1836], [0.7961, 1.8496, 2.7986], [-5.0981, -3.6208, -2.6268], [3.0816, 4.5773, 2.4302], [1.2594, -2.0086, 2.9924], [-2.8764, 0.4774, -1.5076], [-1.2932, 0.5365, 2.8126], [-4.8566, -1.1735, -2.4848], [2.6193, 0.4784, 1.8548], [2.2367, 0.5439, -2.7057], [3.3750, -0.7408, 2.9148], [2.3908, 1.4451, 5.5624]],
  "total_energy_ha": -1668.41932,
  "homo_energy_ev": -8.69,
  "homo_lumo_gap_ev": 9.3,
  "relative_energy_kj_mol": 0.0,
  "charge": 0,
  "lumo_ev": 0.588,
  "smiles": "COCCN1CCN(C(=O)[C@@H]2CCC(=O)N(CCc3ccc(Cl)cc3)C2)CC1"
}

---

Entry 4:
{
  "formula": "CH4N3P",
  "method": "wB97M-V/def2-TZVPD",
  "species": ["P", "N", "N", "N", "C", "H", "H", "H", "H"],
  "positions_angstrom": [[1.7110, 0.9115, 0.1253], [0.1075, -1.2359, 0.1328], [1.3726, -1.6670, -0.0070], [2.2585, -0.6519, -0.2563], [-0.0653, 0.2266, 0.3327], [-0.6330, -1.9856, 0.3731], [-0.6323, 0.6429, -0.4521], [-0.3510, 0.4653, 1.3599], [1.6384, 1.4999, -1.2720]],
  "total_energy_ha": -546.02128,
  "homo_energy_ev": -8.51,
  "homo_lumo_gap_ev": 9.0,
  "relative_energy_kj_mol": 265.4,
  "charge": 0,
  "lumo_ev": 0.538,
  "smiles": "C1NN=NP1"
}

---

Entry 5:
{
  "formula": "C6H18BF4O3RbS3",
  "method": "wB97M-V/def2-TZVPD",
  "species": ["Rb", "S", "S", "S", "F", "F", "F", "F", "O", "O", "O", "C", "C", "C", "C", "C", "C", "B", "H", "H", "H", "H", "H", "H", "H", "H", "H", "H", "H", "H", "H", "H", "H", "H", "H", "H"],
  "positions_angstrom": [[0.4105, 0.6136, -0.3748], [0.9125, 2.7086, 2.9889], [-3.5857, -1.0757, -1.0845], [0.9148, -2.7887, -2.1454], [2.5959, 2.5032, -0.3598], [4.1896, 2.0410, -1.8255], [3.4359, 0.4340, -0.4410], [4.6277, 2.2076, 0.3995], [-0.1597, 2.1169, 2.0838], [-2.4817, -0.1170, -0.5607], [1.1630, -1.3465, -2.3263], [-3.6180, -2.5192, 0.0147], [0.2405, 3.2551, 4.6295], [1.2679, 4.4100, 2.3022], [-5.0963, -0.2792, -0.4129], [0.6833, -3.5441, -3.7498], [2.5610, -3.4568, -1.8324], [3.7186, 1.7678, -0.5418], [1.7644, 4.1208, 1.3759], [1.5640, -3.6903, -4.3752], [-2.6418, -2.9910, -0.0978], [-0.0667, -2.9760, -4.3001], [1.9869, 4.9029, 2.9566], [-5.1851, -0.4095, 0.6657], [-3.7729, -2.1807, 1.0392], [2.9052, -3.0652, -0.8752], [0.3862, -4.5823, -3.6020], [-0.1635, 2.3210, 5.0197], [-5.8449, -0.8305, -0.9820], [0.4987, 5.1634, 2.1320], [-0.5733, 3.9776, 4.5671], [-5.0627, 0.7654, -0.7222], [3.2375, -3.2908, -2.6708], [2.5550, -4.5466, -1.8104], [-4.4073, -3.1440, -0.4030], [1.0404, 3.5254, 5.3188]],
  "total_energy_ha": -2107.93153,
  "homo_energy_ev": [-11.57, -11.56],
  "homo_lumo_gap_ev": [7.6, 2.7],
  "charge": 1,
  "lumo_ev": [-4.015, -8.835],
  "multiplicity": 2
}

---

Entry 6:
{
  "formula": "C3H11NOS",
  "method": "wB97M-V/def2-TZVPD",
  "species": ["S", "O", "N", "C", "C", "C", "H", "H", "H", "H", "H", "H", "H", "H", "H", "H", "H"],
  "positions_angstrom": [[1.7771, 0.4245, 0.4833], [-0.4801, -0.7064, -1.7739], [-2.1213, -2.4272, -1.3142], [-1.8278, -1.0949, -1.8814], [2.8692, 1.6363, 1.3216], [0.1920, 0.9416, 1.3030], [-2.5017, -0.2958, -1.3307], [-0.4793, 1.4377, 0.5331], [-3.1514, -2.5034, -1.2591], [3.1438, 1.6502, 2.4649], [-2.0044, -1.0895, -2.9260], [2.5377, 2.6779, 1.1467], [3.8112, 1.3980, 0.7778], [0.0206, -1.2856, -1.1682], [-1.9178, -2.5124, -0.3689], [0.4005, 1.6906, 2.1945], [-0.2684, 0.0584, 1.7976]],
  "total_energy_ha": -649.01735,
  "homo_energy_ev": -8.61,
  "homo_lumo_gap_ev": 9.5,
  "relative_energy_kj_mol": 169.8,
  "charge": 0,
  "lumo_ev": 0.845,
  "smiles": "CSC.NCO"
}

---

What is the formula in the first record?
C7H12FN2O2S

---

Repeat the fifth record exactly.
{
  "formula": "C6H18BF4O3RbS3",
  "method": "wB97M-V/def2-TZVPD",
  "species": ["Rb", "S", "S", "S", "F", "F", "F", "F", "O", "O", "O", "C", "C", "C", "C", "C", "C", "B", "H", "H", "H", "H", "H", "H", "H", "H", "H", "H", "H", "H", "H", "H", "H", "H", "H", "H"],
  "positions_angstrom": [[0.4105, 0.6136, -0.3748], [0.9125, 2.7086, 2.9889], [-3.5857, -1.0757, -1.0845], [0.9148, -2.7887, -2.1454], [2.5959, 2.5032, -0.3598], [4.1896, 2.0410, -1.8255], [3.4359, 0.4340, -0.4410], [4.6277, 2.2076, 0.3995], [-0.1597, 2.1169, 2.0838], [-2.4817, -0.1170, -0.5607], [1.1630, -1.3465, -2.3263], [-3.6180, -2.5192, 0.0147], [0.2405, 3.2551, 4.6295], [1.2679, 4.4100, 2.3022], [-5.0963, -0.2792, -0.4129], [0.6833, -3.5441, -3.7498], [2.5610, -3.4568, -1.8324], [3.7186, 1.7678, -0.5418], [1.7644, 4.1208, 1.3759], [1.5640, -3.6903, -4.3752], [-2.6418, -2.9910, -0.0978], [-0.0667, -2.9760, -4.3001], [1.9869, 4.9029, 2.9566], [-5.1851, -0.4095, 0.6657], [-3.7729, -2.1807, 1.0392], [2.9052, -3.0652, -0.8752], [0.3862, -4.5823, -3.6020], [-0.1635, 2.3210, 5.0197], [-5.8449, -0.8305, -0.9820], [0.4987, 5.1634, 2.1320], [-0.5733, 3.9776, 4.5671], [-5.0627, 0.7654, -0.7222], [3.2375, -3.2908, -2.6708], [2.5550, -4.5466, -1.8104], [-4.4073, -3.1440, -0.4030], [1.0404, 3.5254, 5.3188]],
  "total_energy_ha": -2107.93153,
  "homo_energy_ev": [-11.57, -11.56],
  "homo_lumo_gap_ev": [7.6, 2.7],
  "charge": 1,
  "lumo_ev": [-4.015, -8.835],
  "multiplicity": 2
}